1.
{"formula": "C23H25ClFN5O3", "method": "the ωB97M-V functional and the def2-TZVPD basis", "symbols": ["C", "N", "C", "O", "C", "N", "C", "C", "H", "H", "C", "C", "C", "H", "H", "H", "H", "O", "C", "C", "C", "C", "N", "C", "N", "C", "N", "C", "C", "C", "C", "C", "C", "F", "Cl", "H", "H", "H", "H", "H", "C", "C", "O", "C", "H", "H", "H", "H", "H", "H", "H", "H", "H", "H", "H", "H", "H", "H"], "coordinates": [[3.775, 4.012, 2.779], [3.600, 3.267, 1.560], [4.506, 2.390, 1.091], [5.577, 2.164, 1.616], [4.069, 1.724, -0.215], [2.625, 1.585, -0.272], [2.076, 1.464, -1.610], [2.342, 0.104, -2.265], [1.856, 0.066, -3.239], [3.414, -0.048, -2.402], [1.792, -1.017, -1.380], [2.355, -0.886, 0.038], [2.116, 0.528, 0.585], [2.579, 0.625, 1.569], [1.038, 0.688, 0.694], [3.423, -1.106, 0.011], [1.879, -1.613, 0.699], [0.373, -0.864, -1.396], [-0.423, -1.648, -0.621], [-1.500, -1.016, -0.046], [-2.447, -1.713, 0.720], [-2.227, -3.093, 0.971], [-3.020, -3.804, 1.803], [-3.970, -3.149, 2.403], [-4.296, -1.868, 2.232], [-3.590, -1.160, 1.367], [-4.000, 0.143, 1.239], [-3.991, 0.968, 0.130], [-3.857, 0.514, -1.183], [-3.868, 1.407, -2.236], [-4.030, 2.765, -2.024], [-4.198, 3.235, -0.729], [-4.179, 2.341, 0.328], [-4.352, 2.781, 1.594], [-4.427, 4.918, -0.426], [-4.039, 3.460, -2.846], [-3.757, 1.038, -3.244], [-3.752, -0.543, -1.368], [-4.594, 0.443, 2.004], [-4.581, -3.697, 3.109], [-1.138, -3.740, 0.360], [-0.256, -3.057, -0.441], [0.789, -3.642, -1.086], [0.985, -5.029, -0.935], [1.854, -5.268, -1.546], [1.189, -5.292, 0.107], [0.121, -5.595, -1.293], [-1.035, -4.793, 0.556], [-1.589, 0.048, -0.196], [2.066, -1.992, -1.802], [2.484, 2.266, -2.229], [0.995, 1.604, -1.531], [4.625, 0.781, -0.311], [4.390, 2.381, -1.029], [2.725, 3.328, 1.060], [3.020, 3.736, 3.519], [3.710, 5.085, 2.587], [4.765, 3.775, 3.168]], "mulliken_charge": [-0.97, -0.13, 0.38, -0.68, -0.33, -0.02, -1.12, -0.78, 0.50, 0.32, 0.19, -0.77, -0.85, 0.36, 0.28, 0.41, 0.44, -0.53, 0.41, -0.29, 0.30, -0.71, -0.67, -0.40, -0.75, 0.11, 0.01, -0.41, -0.02, -0.89, -0.47, 0.25, 0.68, -0.34, -0.20, 0.44, 0.42, 0.53, 0.34, 0.42, -0.23, 0.70, -0.31, -1.04, 0.25, 0.40, 0.37, 0.56, 0.83, 0.24, 0.45, 0.40, 0.15, 0.52, 0.28, 0.30, 0.29, 0.36], "orbital_gap_ev": 8.241, "smiles": "CNC(=O)CN1CCC(Oc2cc3c(Nc4cccc(Cl)c4F)ncnc3cc2OC)CC1", "max_force_ev_per_a": 0.96, "charge": 0, "homo_energy_ev": -8.29}

2.
{"formula": "C23H25CoN3O2S4", "method": "the ωB97M-V functional and the def2-TZVPD basis", "symbols": ["Co", "O", "C", "C", "C", "C", "C", "C", "C", "N", "N", "C", "O", "C", "C", "C", "C", "C", "C", "H", "H", "H", "H", "H", "H", "H", "H", "H", "H", "C", "C", "S", "C", "C", "S", "C", "C", "S", "H", "H", "H", "H", "H", "H", "H", "H", "H", "H", "H", "H", "S", "C", "C", "N", "C", "H", "H", "H"], "coordinates": [[0.760, 0.020, 0.319], [1.868, 1.400, 1.108], [2.732, 2.240, 0.645], [3.630, 2.896, 1.519], [4.549, 3.797, 1.044], [4.645, 4.085, -0.327], [3.782, 3.478, -1.197], [2.808, 2.569, -0.736], [1.868, 2.037, -1.650], [0.921, 1.197, -1.363], [0.042, 0.877, -2.330], [-0.626, -0.215, -2.078], [-0.351, -0.936, -1.052], [-1.675, -0.607, -3.038], [-2.128, 0.301, -3.995], [-3.099, -0.079, -4.905], [-3.621, -1.366, -4.871], [-3.185, -2.267, -3.911], [-2.220, -1.888, -2.994], [3.565, 2.668, 2.575], [5.215, 4.294, 1.738], [5.387, 4.786, -0.683], [3.822, 3.692, -2.258], [1.906, 2.383, -2.679], [-1.714, 1.298, -4.012], [-3.448, 0.628, -5.645], [-4.366, -1.667, -5.596], [-3.594, -3.268, -3.882], [-1.866, -2.583, -2.242], [-3.518, 0.399, 1.860], [-2.589, 1.586, 2.067], [-0.790, 1.290, 2.099], [-0.593, 0.226, 3.558], [-0.910, -1.247, 3.368], [-0.078, -1.934, 1.899], [-1.409, -2.827, 1.018], [-2.828, -2.262, 1.022], [-3.058, -0.565, 0.392], [-4.527, 0.776, 1.692], [-3.543, -0.249, 2.733], [-2.829, 2.079, 3.010], [-2.708, 2.312, 1.262], [-1.203, 0.652, 4.355], [0.458, 0.353, 3.822], [-1.975, -1.429, 3.269], [-0.544, -1.806, 4.230], [-1.431, -3.829, 1.449], [-1.020, -2.882, 0.002], [-3.290, -2.320, 2.006], [-3.417, -2.892, 0.354], [3.832, -3.285, 0.358], [4.040, -2.190, 1.662], [3.214, -1.129, 1.519], [2.429, -1.182, 0.395], [2.646, -2.261, -0.305], [4.750, -2.383, 2.448], [3.150, -0.277, 2.179], [2.133, -2.490, -1.228]], "mulliken_charge": [-0.12, -0.02, 0.27, -0.67, -0.50, -0.81, -0.81, 0.78, -0.47, 0.91, -0.92, 0.32, -0.50, 0.36, -0.35, -0.74, -0.38, -0.90, 0.12, 0.41, 0.41, 0.41, 0.40, 0.45, 0.44, 0.41, 0.40, 0.42, 0.35, -0.80, -0.87, 0.20, -1.10, -0.62, 0.09, -0.34, -1.21, 0.10, 0.48, 0.37, 0.50, 0.41, 0.59, 0.42, 0.19, 0.52, 0.70, -0.04, 0.62, 0.54, -0.11, -0.26, -0.75, 0.62, -0.22, 0.45, 0.36, 0.43], "orbital_gap_ev": [5.566, 5.837], "max_force_ev_per_a": 2.71, "charge": 1, "homo_energy_ev": [-10.28, -10.28]}

3.
{"formula": "C23H25CuN2O", "method": "the ωB97M-V functional and the def2-TZVPD basis", "symbols": ["C", "C", "C", "H", "C", "C", "H", "C", "C", "C", "H", "C", "C", "H", "H", "H", "H", "H", "H", "Cu", "C", "C", "C", "H", "H", "H", "H", "H", "H", "C", "C", "H", "H", "O", "N", "C", "H", "C", "C", "H", "C", "H", "C", "H", "C", "H", "C", "H", "H", "H", "N", "C"], "coordinates": [[-0.641, 0.869, 2.895], [-1.811, 0.032, 2.714], [-1.357, -1.243, 2.227], [-2.811, 0.272, 3.086], [0.049, -1.197, 2.094], [0.504, 0.099, 2.474], [0.663, -2.042, 1.795], [0.271, 2.352, -1.332], [-1.144, 2.077, -0.748], [-1.547, 0.769, -1.131], [-1.813, 2.916, -0.503], [-0.613, 0.284, -2.154], [0.396, 1.198, -2.290], [-2.011, -2.095, 2.020], [1.544, 0.419, 2.433], [-0.632, 1.904, 3.260], [1.229, 1.103, -2.988], [-2.541, 0.348, -0.985], [0.435, 3.352, -1.787], [-1.165, 1.009, 0.967], [-0.819, -0.849, -3.174], [-0.746, -0.206, -4.587], [-2.209, -1.483, -3.064], [-1.526, 0.562, -4.719], [-0.895, -0.974, -5.361], [0.236, 0.259, -4.759], [-2.981, -0.721, -3.235], [-2.398, -1.930, -2.085], [-2.327, -2.257, -3.833], [0.307, -1.920, -3.166], [0.499, -2.783, -1.938], [1.253, -1.383, -3.281], [0.171, -2.579, -4.034], [0.935, -2.301, -0.890], [0.199, -4.124, -1.990], [0.527, -4.868, -0.750], [0.499, -4.605, -2.838], [-0.652, -4.852, 0.192], [-0.464, -4.852, 1.584], [0.559, -4.789, 1.971], [-1.572, -4.875, 2.438], [-1.417, -4.898, 3.521], [-2.869, -4.893, 1.910], [-3.724, -4.964, 2.581], [-3.060, -4.860, 0.524], [-4.062, -4.873, 0.097], [-1.951, -4.846, -0.332], [-2.067, -4.791, -1.417], [1.398, -4.398, -0.275], [0.794, -5.909, -0.980], [2.254, 1.995, 0.348], [1.321, 2.125, -0.340]], "mulliken_spin": [-0.03, 0.00, 0.00, 0.00, 0.01, 0.04, 0.00, -0.05, 0.36, 0.20, 0.01, -0.03, 0.32, 0.00, 0.00, -0.01, 0.02, 0.00, 0.03, 0.06, 0.03, -0.01, 0.05, 0.00, 0.00, 0.00, -0.01, -0.01, 0.00, -0.01, 0.00, 0.00, 0.00, 0.00, 0.00, 0.00, 0.00, 0.00, 0.00, 0.00, 0.00, 0.00, 0.00, 0.00, 0.00, 0.00, 0.00, 0.00, 0.00, 0.00, -0.01, 0.02], "orbital_gap_ev": [4.058, 6.132], "max_force_ev_per_a": 2.69, "charge": -1, "homo_energy_ev": [-1.37, -3.45], "multiplicity": 2}